# 1
This record from the OMol25 dataset describes 4 unconnected molecules or ions with the total composition C20H27ClF9NO10S at a distorted geometry. The level of theory is ωB97M-V with the def2-TZVPD basis set.

Calculated values
Frontier orbital gap: 0.328 Eh
Molecular weight: 679.94 g mol⁻¹

The geometry in ORCA input format:
```
! RIJCOSX wB97M-V def2-TZVPD def2/J DEFGRID3
* xyz 0 1
C -0.31889 -1.03915 3.45115
C -0.89761 -0.63787 2.33051
C -1.71104 0.32871 1.29887
N -3.03161 0.78625 1.83609
C -2.86831 1.89644 2.83749
O -2.51081 1.55630 4.00449
O -3.19767 3.20744 2.37834
C -2.30909 4.23337 2.89651
C -1.28627 4.83125 1.76021
C -0.04666 3.85392 1.42681
C 0.51514 2.99921 2.67637
S 2.38254 2.79458 2.48586
O 3.11709 4.11384 2.34998
O 2.58609 1.89393 1.26022
Cl 3.16983 1.81616 4.18594
H 0.34451 -1.37077 4.32625
H -1.05823 1.18732 0.88867
H -1.94966 -0.35744 0.38532
H -3.60266 1.14420 1.05247
H -2.99227 5.14236 3.16672
H -1.75700 3.96665 3.86640
H -1.91491 4.91711 0.78025
H -0.98599 5.90117 2.07204
H 0.83197 4.54582 1.08653
H -0.27118 3.19060 0.49446
H 0.34050 3.48315 3.70712
H 0.08586 1.93692 2.58879
C -1.26406 -3.07633 -5.14104
C 0.09047 -2.81554 -4.51090
O -0.05927 -2.13962 -3.25279
C -0.34583 -2.92358 -2.18569
O -0.47815 -4.12300 -2.24267
C -0.42844 -2.08536 -0.91309
F -1.13692 -0.93943 -1.08603
F 0.79406 -1.71145 -0.47421
F -1.01640 -2.74029 0.11112
H -1.83225 -2.14596 -5.23058
H -1.15027 -3.51769 -6.13339
H -1.86131 -3.75503 -4.52758
H 0.67359 -2.15500 -5.15673
H 0.66245 -3.74083 -4.39107
C 4.13808 4.82168 -0.43818
C 3.91203 4.01660 -1.70278
O 3.34391 4.84135 -2.73310
C 4.21652 5.60180 -3.43721
O 5.40929 5.61878 -3.24411
C 3.48664 6.38541 -4.52445
F 2.34396 6.95724 -4.07623
F 3.13413 5.59470 -5.56519
F 4.23271 7.38556 -5.04002
H 3.21168 5.30858 -0.12070
H 4.49395 4.18148 0.37039
H 4.87327 5.61390 -0.59979
H 3.19273 3.21843 -1.50438
H 4.83630 3.54268 -2.04763
C -1.20428 -5.43826 0.65335
C -1.01539 -6.37274 1.83262
O -2.17507 -7.20042 2.01281
C -2.25199 -8.29863 1.22301
O -1.41901 -8.60183 0.40159
C -3.50297 -9.10809 1.55265
F -4.60352 -8.33207 1.69196
F -3.36947 -9.79182 2.71315
F -3.80166 -10.02076 0.60350
H -2.12146 -4.85408 0.76855
H -0.35968 -4.75519 0.56345
H -1.29860 -5.99560 -0.28142
H -0.89953 -5.78781 2.74815
H -0.11386 -6.98322 1.72078
*
```

Results of the Mulliken charge analysis, in e, for atoms 1 through 5: -0.22, -0.46, 0.44, -0.34, 0.50

# 2
This record from the OMol25 dataset describes 2 unconnected molecules or ions with the total composition C20H27F2N2O6 at a distorted geometry. The level of theory is ωB97M-V with the def2-TZVPD basis set.

Calculated values
Frontier orbital gap: 0.216 Eh
Molecular weight: 429.44 g mol⁻¹

The geometry in ORCA input format:
```
! RIJCOSX wB97M-V def2-TZVPD def2/J DEFGRID3
* xyz 1 1
C 2.60598 -1.58281 2.01763
C 2.18594 -0.00200 1.98724
C 0.77650 0.14300 1.15191
C -0.02350 1.18928 2.11339
N 0.76847 2.43355 1.76024
C 1.32606 2.41757 0.53766
O 2.11835 3.43144 -0.03957
N 1.93270 4.65736 0.59712
O 2.82564 4.77654 1.37440
C 0.88518 1.01696 -0.18029
F 1.93204 0.54724 -1.03880
C -0.43670 1.47912 -0.96256
O -1.14833 0.42364 -1.62468
C -1.94617 -0.34045 -0.71555
C -1.53381 -1.85040 -0.55479
C -2.29457 -2.85754 0.34510
C -1.90248 -4.41721 0.47519
C -3.52032 -2.31258 1.13758
C -3.94810 -0.80729 0.98823
C -3.18546 0.20655 0.06658
C -3.68078 1.71652 -0.09277
C -3.85164 2.21137 -1.61416
C -5.11903 1.99583 0.62825
H 3.76016 -1.60468 2.03688
H 2.27795 -2.11506 1.06024
H 2.20742 -2.04827 2.97810
H 3.05936 0.52931 1.47396
H 2.00157 0.37330 3.04750
H 0.38694 -0.93003 1.10187
H -0.12335 0.92840 3.21769
H -1.11824 1.18135 1.73862
H 0.86404 3.21543 2.42299
H -0.08356 2.20191 -1.79547
H -1.05869 2.11154 -0.24409
H -0.64317 -2.25194 -1.14454
H -2.76852 -5.09634 0.12215
H -1.73009 -4.65784 1.58425
H -0.92492 -4.61803 -0.07533
H -4.12024 -3.01534 1.82212
H -4.88635 -0.52200 1.59034
H -2.95858 2.46299 0.42310
H -3.62168 3.34125 -1.61786
H -3.14651 1.71796 -2.36207
H -4.92261 2.07570 -2.02424
H -5.14832 3.14453 0.77205
H -6.00392 1.69292 -0.02262
H -5.15292 1.56392 1.69238
C 4.31201 -0.77310 -2.19812
C 4.68958 -2.22044 -2.18648
O 5.41567 -2.37446 -3.38710
C 5.98409 -1.15804 -3.62683
O 6.87726 -0.97437 -4.39707
O 5.41003 -0.17685 -2.87122
F 3.58943 -3.01068 -2.24313
H 3.39392 -0.58134 -2.76046
H 4.19947 -0.36418 -1.19303
H 5.31440 -2.51582 -1.33828
*
```

Results of the Mulliken charge analysis, in e, for atoms 1 through 5: -1.14, -0.35, -0.01, -0.68, -0.01

# 3
This record from the OMol25 dataset describes a molecular structure, C20H27FeO4Si at a distorted geometry. The level of theory is ωB97M-V with the def2-TZVPD basis set.

Calculated values
Frontier orbital gap (alpha / beta): 0.189 / 0.163 Eh
Expectation value of S²: 6.0561
Molecular weight: 415.36 g mol⁻¹

The geometry in ORCA input format:
```
! RIJCOSX wB97M-V def2-TZVPD def2/J DEFGRID3
* xyz 1 5
C 3.91662 0.35834 -0.86274
Si 2.73153 0.01049 0.54109
C 3.03054 -1.70330 1.21444
C 2.89003 1.33063 1.85263
O 1.19627 0.11475 -0.11250
C 0.00860 0.01098 0.53511
C -0.42354 -1.18763 1.03245
C -1.79565 -1.70875 0.96071
C -2.88373 -1.10393 0.09023
C -3.11412 0.41828 0.15052
C -1.96188 1.24198 -0.40888
C -0.77345 1.30464 0.54817
H 4.94512 0.33466 -0.47664
H 3.83118 -0.39419 -1.65702
H 3.73801 1.34808 -1.30228
H 3.98657 -1.69515 1.75576
H 2.24939 -2.03486 1.90757
H 3.10564 -2.42511 0.39078
H 3.85091 1.21566 2.37070
H 2.86089 2.32970 1.39990
H 2.08586 1.26091 2.59498
H 0.37033 -1.89417 1.34772
H -1.83448 -2.81206 0.87431
H -2.02592 -1.54551 2.00964
H -2.65835 -1.38032 -0.95197
H -3.83590 -1.59960 0.34175
H -4.01449 0.60159 -0.46090
H -3.36274 0.75802 1.16831
H -1.64778 0.82782 -1.37702
H -2.34200 2.26093 -0.59458
H -1.11636 1.50760 1.58205
H -0.11175 2.11953 0.20794
O -6.95234 -3.79184 7.33339
C -5.98863 -3.29649 6.88891
Fe -5.11692 -2.63508 5.54915
C -5.61586 -3.72845 4.26365
O -6.16581 -4.17531 3.34386
C -6.35616 -1.42887 5.23980
O -7.30185 -0.94305 4.75226
C -2.82113 -0.54255 3.53767
C -2.74409 0.34575 4.63198
C -3.39002 0.17229 5.85354
C -3.75161 -1.03485 6.50465
C -3.15429 -2.30647 6.19656
C -2.91534 -2.71365 4.86931
C -3.01960 -1.93796 3.69856
H -3.10374 -0.08610 2.58082
H -2.23017 1.28117 4.39009
H -3.68282 1.09323 6.38855
H -4.21384 -0.93358 7.51451
H -2.92269 -3.01464 7.00571
H -2.55022 -3.74458 4.73359
H -3.29170 -2.53588 2.81111
*
```

Results of the Mulliken charge analysis, in e, for atoms 1 through 5: -1.02, 0.36, -1.10, -1.06, -0.26

# 4
This record from the OMol25 dataset describes a molecular structure, C20H27N2O3PPdS at a distorted geometry. The level of theory is ωB97M-V with the def2-TZVPD basis set.

Calculated values
Frontier orbital gap (alpha / beta): 0.275 / 0.220 Eh
Expectation value of S²: 2.0093
Molecular weight: 512.91 g mol⁻¹

The geometry in ORCA input format:
```
! RIJCOSX wB97M-V def2-TZVPD def2/J DEFGRID3
* xyz 0 3
C 0.31016 2.98821 -3.45294
C -0.95932 2.54673 -3.09969
C -1.11079 1.48915 -2.18394
C 0.02136 0.95134 -1.59901
C 1.29835 1.40418 -1.91138
C 1.44340 2.45855 -2.82445
C -2.47576 1.01536 -1.80502
C -2.59884 -0.45226 -1.35244
N -2.36666 -1.43813 -2.33533
Pd -0.20099 -0.30639 0.01909
C 2.47535 0.78579 -1.19614
P 1.96030 -0.89232 -0.63406
H -1.86013 3.00960 -3.51213
H 2.44191 2.86180 -3.01836
H 0.42522 3.76604 -4.21299
H 2.71942 1.34307 -0.27513
H 3.37222 0.69511 -1.82784
H -2.85635 1.62282 -0.96582
H -3.17324 1.17490 -2.64113
H -1.96286 -0.65824 -0.43116
C 3.19581 -1.42473 0.56545
C 2.11733 -1.85897 -2.15538
H -3.63580 -0.60675 -1.00215
C -1.54711 -1.28415 -3.49574
C -3.11241 -2.66383 -2.25346
H -0.28639 -1.89051 0.54184
H -1.97546 -1.91054 -4.29634
H -1.47835 -0.25491 -3.85595
H -0.52401 -1.65599 -3.32514
H -3.34575 -3.02819 -3.26503
H -2.54158 -3.45128 -1.73995
H -4.04478 -2.49915 -1.69471
H 3.17640 -1.94988 -2.42737
H 1.69227 -2.85580 -1.98883
H 1.57539 -1.37654 -2.97742
H 4.19980 -1.41628 0.11448
H 3.17496 -0.76049 1.44108
H 2.95041 -2.44611 0.88720
H -0.18827 -1.91156 -0.47239
O 2.34434 2.98811 5.08686
S 2.32107 1.71415 4.41558
O 3.40735 0.78719 4.62451
N 1.97460 1.84624 2.80886
C 0.77131 1.40539 2.44344
O 0.35891 1.46425 1.23269
C 0.01726 0.81222 3.59051
C -1.24482 0.20230 3.62599
C -1.70139 -0.34960 4.82673
C -0.90394 -0.28363 5.98703
C 0.35026 0.35604 5.95522
C 0.77271 0.89346 4.74115
H -1.84571 0.17885 2.71068
H -2.67283 -0.85184 4.87162
H -1.25600 -0.72379 6.91918
H 1.00168 0.44102 6.81966
*
```

Results of the Mulliken charge analysis, in e, for atoms 1 through 5: -0.73, -0.78, 0.42, 1.24, 1.52